Density functional theory data (the ωB97M-V functional and the def2-TZVPD basis) for C4H7N3 as an isolated structure.

Cartesian coordinates (Å):
C (0.213, -0.684, 1.199)
H (0.149, -1.671, 1.661)
N (1.321, 1.520, 1.360)
H (-1.940, -1.258, -1.121)
H (-0.178, 0.889, 2.734)
N (-0.182, -0.139, -1.267)
H (1.766, 1.972, 2.182)
C (0.225, -0.237, -0.043)
H (-0.775, -1.870, -2.322)
H (-1.726, -0.407, -2.673)
C (-1.216, -0.967, -1.885)
H (0.317, 0.525, -1.850)
C (0.296, 0.603, 1.797)
N (1.730, 1.724, 0.229)

Force components x, y, z for each atom (eV/Å):
C -0.009 0.056 -0.334
H 0.045 0.154 -0.076
N 0.068 0.035 -0.226
H 0.093 0.054 -0.104
H 0.080 -0.042 -0.148
N 0.214 0.046 0.299
H -0.042 -0.011 -0.128
C -0.007 -0.180 -0.170
H -0.095 0.141 0.054
H 0.079 -0.045 0.139
C -0.143 -0.097 -0.027
H -0.030 -0.112 0.067
C -0.048 0.146 0.224
N -0.205 -0.143 0.429

Values from the calculation:
Orbital gap: 7.76 eV
Lowest unoccupied orbital energy: 0.86 eV
Energy above the lowest of the compared OMol25 structures with the same formula, charge and spin: 583.2 kJ/mol
Highest occupied orbital energy: -0.2534 hartree
E_tot: -8725.6347 eV

***

Density functional theory data (the ωB97M-V functional and the def2-TZVPD basis) for one molecule with the formula C5H3NO at a distorted geometry.

Cartesian coordinates (Å):
C (-0.846, -1.176, -0.284)
N (-2.107, -0.861, -0.136)
C (-0.011, -0.006, -0.215)
C (-0.916, 0.996, -0.068)
C (1.361, 0.144, 0.060)
H (-0.591, -2.224, -0.430)
H (-0.787, 2.066, -0.003)
O (-2.147, 0.510, 0.008)
H (3.536, 0.288, 0.650)
C (2.504, 0.263, 0.418)

Force components x, y, z for each atom (eV/Å):
C -0.332 0.174 0.218
N 0.505 -0.298 -0.262
C -0.701 -0.033 0.371
C 0.057 -0.019 0.082
C 1.068 -0.180 -0.050
H 0.061 0.392 0.127
H -0.102 -0.120 0.145
O -0.238 0.181 -0.332
H 0.163 0.141 0.117
C -0.482 -0.239 -0.417

Values from the calculation:
Orbital gap: 10.33 eV
Lowest unoccupied orbital energy: 0.92 eV
Energy above the lowest of the compared OMol25 structures with the same formula, charge and spin: 242.0 kJ/mol
Highest occupied orbital energy: -0.3456 hartree
SMILES: C#Cc1cnoc1
E_tot: -8767.4984 eV

***

Density functional theory data (the ωB97M-V functional and the def2-TZVPD basis) for one molecule with the formula C4H5N3O at a distorted geometry.

Cartesian coordinates (Å):
O (1.156, -0.714, -1.063)
C (-0.125, 1.045, -1.167)
N (-0.056, -1.267, 1.637)
H (2.225, -2.328, -0.625)
C (1.399, -1.770, -0.060)
H (-2.573, 3.571, 0.045)
C (-0.946, 2.018, -0.703)
H (-0.132, -0.258, 1.355)
N (0.861, -2.215, 0.998)
N (0.062, -0.073, -0.448)
C (-1.825, 2.789, -0.315)
H (-0.442, -1.959, 2.448)
H (0.395, 1.163, -2.103)

Force components x, y, z for each atom (eV/Å):
O -1.227 -1.842 4.018
C 1.597 -4.321 1.173
N -0.341 -5.099 2.941
H -1.276 0.238 1.415
C 2.625 -2.065 -3.762
H 1.615 -1.723 -0.761
C -4.559 3.477 1.742
H -0.146 -2.188 0.829
N -0.767 4.500 -0.635
N 0.568 5.109 -4.348
C 0.687 0.099 -0.125
H 0.881 3.745 -2.331
H 0.343 0.070 -0.155

Values from the calculation:
Orbital gap: 7.77 eV
Lowest unoccupied orbital energy: -0.34 eV
Energy above the lowest of the compared OMol25 structures with the same formula, charge and spin: 809.1 kJ/mol
Highest occupied orbital energy: -0.2983 hartree
SMILES: C#C/C=N/O/C=N\N
E_tot: -10739.2295 eV

***

Density functional theory data (the ωB97M-V functional and the def2-TZVPD basis) for one molecule with the formula C5H8O2.

Cartesian coordinates (Å):
H (-0.883, -1.547, 0.840)
H (1.626, -0.794, -2.506)
C (-0.292, -0.677, 1.176)
H (0.615, 1.150, -1.667)
H (-0.817, -0.249, 2.038)
H (1.356, -1.584, 0.897)
H (-2.246, 1.133, 0.290)
H (-1.187, 2.144, -0.708)
H (-1.005, 2.120, 1.066)
C (-0.259, 0.364, 0.071)
C (0.573, 0.302, -0.987)
C (1.293, -0.884, -1.453)
O (0.978, -1.056, 1.625)
C (-1.220, 1.511, 0.182)
O (1.469, -1.935, -0.865)

Force components x, y, z for each atom (eV/Å):
H 0.055 0.153 -0.031
H 0.115 -0.057 0.111
C -0.283 0.185 -0.032
H -0.146 -0.152 -0.047
H 0.029 -0.051 -0.144
H 0.059 0.050 0.161
H 0.184 0.022 0.039
H 0.003 -0.070 0.182
H -0.035 -0.087 -0.046
C 0.121 0.008 -0.163
C -0.174 -0.037 0.110
C -0.004 -0.014 -0.103
O 0.082 -0.189 -0.023
C -0.001 0.066 0.029
O -0.005 0.173 -0.043

Values from the calculation:
Orbital gap: 10.01 eV
Lowest unoccupied orbital energy: -0.02 eV
Energy above the lowest of the compared OMol25 structures with the same formula, charge and spin: 115.1 kJ/mol
Highest occupied orbital energy: -0.3687 hartree
SMILES: C/C(=C/C=O)CO
E_tot: -9408.6393 eV

***

Density functional theory data (the ωB97M-V functional and the def2-TZVPD basis) for C3H6CuO4 as an isolated structure at a distorted geometry.

Cartesian coordinates (Å):
C (1.942, 0.244, -0.525)
H (-2.462, -0.592, -0.566)
O (2.311, 1.403, -0.600)
H (-2.303, -0.464, 1.308)
Cu (2.494, -1.954, -1.010)
O (0.175, 3.296, 0.456)
H (-0.461, 2.574, 0.479)
H (-0.039, -1.424, 1.208)
H (-0.802, -2.625, 0.132)
H (0.969, 2.888, 0.066)
O (0.523, 0.175, -0.734)
C (-0.630, -1.544, 0.286)
O (0.176, -1.202, -0.846)
C (-1.894, -0.777, 0.347)

Force components x, y, z for each atom (eV/Å):
C 0.366 1.100 -1.472
H 0.219 -0.042 0.316
O 0.045 -2.087 0.684
H 0.138 -0.087 -0.350
Cu -0.508 1.817 0.578
O 0.244 -0.150 -0.086
H 0.041 0.018 -0.050
H -0.149 -0.003 -0.205
H -0.002 0.222 0.021
H -0.272 0.081 0.099
O 0.274 -0.573 0.300
C 0.013 -0.082 0.329
O -0.166 -0.222 -0.195
C -0.242 0.009 0.030

Values from the calculation:
Expectation value of S²: 0.75
Orbital gap (spin up / spin down): 7.18 / 7.31 eV
Lowest unoccupied orbital energy (spin up / spin down): -1.60 / -1.60 eV
Energy above the lowest of the compared OMol25 structures with the same formula, charge and spin: 282.8 kJ/mol
Highest occupied orbital energy (spin up / spin down): -0.3225 / -0.3273 hartree
E_tot: -56031.1549 eV
2S+1: 2

***

Density functional theory data (the ωB97M-V functional and the def2-TZVPD basis) for C32H36CdN8O4S as an isolated structure at a distorted geometry.

Cartesian coordinates (Å):
C (0.875, 2.933, -4.888)
H (5.199, -0.389, 1.922)
N (4.621, -2.286, 1.099)
H (3.173, 4.550, -2.995)
H (-2.191, -3.003, -4.203)
H (-0.707, 5.386, 6.180)
H (-0.483, -2.502, -3.934)
H (-2.895, -0.715, -3.597)
C (-1.948, -2.837, 0.647)
H (2.819, -1.860, -1.501)
C (-4.524, -0.055, -0.662)
H (-2.402, -4.395, -2.391)
H (1.487, -2.650, 1.807)
H (1.840, 3.373, 4.377)
H (3.386, 0.640, 1.432)
C (-0.451, 0.950, -4.321)
O (-1.284, -1.733, 0.449)
H (-0.965, 1.055, -5.341)
H (5.618, -0.673, 0.284)
H (-4.869, -0.710, -1.424)
H (0.446, 2.975, -5.912)
H (2.631, 2.787, -1.510)
C (0.844, 3.547, 3.938)
C (0.492, 1.944, -3.981)
C (-2.355, -3.086, 1.995)
C (-2.732, -4.349, 2.291)
H (2.007, -2.977, -0.542)
H (3.969, -3.889, -0.120)
C (2.279, -1.859, 1.848)
H (3.495, 0.356, -0.282)
N (2.331, -1.120, 0.596)
H (-2.175, 4.840, 4.631)
C (-0.182, 4.177, 4.655)
O (1.280, 0.738, -1.947)
H (3.597, -3.604, 2.380)
C (-2.758, 1.223, 0.066)
C (3.499, -0.149, 0.678)
N (-1.608, -2.481, -2.227)
C (-2.585, -5.114, 0.011)
S (-0.784, 2.841, 0.313)
C (-2.863, -5.351, 1.344)
C (4.835, -0.803, 1.010)
C (-1.888, -0.833, -4.041)
H (1.429, 2.555, 2.101)
C (-5.344, 0.495, 0.255)
C (1.936, 3.837, -4.650)
H (0.607, 4.401, 6.538)
C (-0.638, 3.221, 2.062)
H (2.276, 4.449, -5.429)
Cd (-0.697, -0.303, -1.212)
C (-4.788, 1.515, 1.039)
H (-2.172, -2.367, 2.729)
H (-2.723, -5.887, -0.758)
C (-1.668, 3.824, 2.757)
C (-1.443, 4.332, 4.013)
N (-0.907, 0.083, -3.482)
O (0.587, 2.782, -0.202)
C (2.504, 3.837, -3.361)
H (-2.700, 3.913, 2.268)
N (-1.409, 1.343, 0.085)
N (-3.511, 1.930, 0.930)
H (4.911, -2.629, -0.893)
N (-3.218, 0.206, -0.696)
C (4.101, -2.828, -0.155)
C (3.634, -2.534, 2.240)
H (-5.343, 2.023, 1.851)
H (-6.421, 0.332, 0.136)
C (-2.228, -3.822, -0.361)
C (2.189, 2.837, -2.458)
H (-3.095, -6.356, 1.636)
H (1.989, -1.158, 2.628)
C (2.746, -2.134, -0.452)
N (0.061, 4.792, 5.819)
H (-2.984, -4.736, 3.304)
H (5.524, -2.722, 1.297)
O (-1.725, 3.761, -0.343)
C (-1.551, -2.289, -3.662)
H (4.073, -2.076, 3.157)
C (-2.008, -3.595, -1.753)
C (1.305, 1.790, -2.727)
C (0.612, 2.983, 2.687)
H (-1.985, -0.696, -5.070)

Force components x, y, z for each atom (eV/Å):
C 1.320 0.878 -0.971
H 0.362 -0.358 0.960
N 0.122 0.092 2.037
H 1.158 1.251 0.006
H -0.004 0.141 0.002
H 0.867 -0.792 -0.308
H -0.759 0.211 -0.194
H 0.351 0.562 0.002
C 0.910 1.667 0.087
H -0.333 1.386 0.220
C 1.924 -0.055 -0.369
H 0.291 -0.035 -0.344
H 0.529 0.797 -0.151
H -0.539 0.397 -0.015
H -0.813 -0.349 -0.173
C -1.589 0.477 -0.203
O -0.228 -0.796 -0.062
H 0.855 -0.338 1.060
H 0.164 0.248 -0.609
H -0.345 -0.748 -0.410
H -0.030 -0.223 0.833
H 0.685 0.179 1.209
C 0.422 -1.391 0.118
C 2.011 -0.223 1.760
C 0.320 -1.141 -1.592
C -0.971 -1.488 1.641
H 0.187 1.042 0.721
H 0.143 -0.657 0.515
C -0.834 -0.866 0.492
H 0.109 0.069 -0.206
N 2.545 -0.773 -0.976
H -0.393 -0.070 -0.431
C -0.464 -0.444 -2.797
O -0.120 0.660 -0.656
H -0.243 -0.307 -0.012
C -0.154 -1.112 1.032
C -1.234 0.442 -0.509
N 0.324 0.403 -0.536
C -0.841 0.141 0.627
S -0.386 -0.037 -2.189
C 0.391 -1.072 -1.227
C -0.250 -0.517 -0.980
C -0.536 -1.069 2.380
H -0.370 0.033 0.225
C -1.583 1.371 0.411
C -1.529 -1.523 1.261
H 0.712 -0.582 0.460
C 1.043 -0.798 -0.227
H 0.267 1.029 -0.794
Cd 0.130 -0.136 -0.175
C 0.861 0.536 0.512
H 0.147 1.169 0.892
H 0.111 0.286 0.374
C -1.976 0.499 -0.985
C 1.131 -0.262 1.370
N -0.603 -0.577 -1.081
O -1.461 0.250 1.353
C -1.272 -1.805 -0.212
H 1.799 -0.070 0.668
N 0.636 0.982 0.091
N -1.677 -0.701 0.089
H -0.767 0.012 0.190
N -0.026 0.708 -0.578
C 0.437 0.972 -1.154
C 0.626 0.735 0.216
H 0.052 -0.284 -0.732
H 0.418 -0.025 0.665
C 0.851 0.032 0.406
C -0.029 0.503 -1.234
H -0.256 -0.269 0.287
H -0.018 -0.010 0.073
C -0.848 -1.361 -0.399
N -1.423 2.330 1.816
H 0.299 0.957 -0.447
H -0.278 -0.003 0.214
O 1.363 -0.376 1.373
C 1.316 -0.374 -0.440
H -0.227 -0.339 -0.723
C -0.616 1.032 -0.077
C -1.217 -1.335 -0.982
C -0.854 1.223 -0.562
H -0.095 -0.011 -1.922

Values from the calculation:
Orbital gap: 5.20 eV
Lowest unoccupied orbital energy: -1.08 eV
Energy above the lowest of the compared OMol25 structures with the same formula, charge and spin: 192.2 kJ/mol
Highest occupied orbital energy: -0.2308 hartree
E_tot: -69274.5726 eV